105
Properties=species:S:1:pos:R:3:forces:R:3:lowdin_charge:R:1 method="wB97M-V/def2-TZVPD" gap_ev=8.82 e_above_lowest_kj_mol=337.0 spin_multiplicity=1 total_charge=0 largest_force_ev_per_a=1.84
O 1.226048 1.082288 5.489647 -0.18 -0.04 0.88 -0.04
O -4.064845 0.042589 1.713333 -0.01 0.23 -0.14 -0.02
O 2.325206 -3.920872 -2.544884 -0.05 0.13 0.02 -0.02
O 4.423629 -1.743122 1.065013 0.00 -0.17 -0.43 -0.04
O -1.408859 -2.050986 -0.593576 0.38 0.26 -0.12 -0.03
O 1.684021 0.128127 -3.820058 -0.08 0.02 -0.28 -0.04
O 0.404532 1.711016 -1.451016 0.36 -0.46 -0.22 -0.04
O -3.466358 1.386025 -2.472365 -0.64 0.49 0.41 -0.05
O -0.762847 3.968357 0.287269 1.61 0.76 0.46 -0.06
O 4.942683 1.379027 -0.914828 -0.02 0.23 0.28 -0.02
O -1.385235 -3.034070 3.274438 -0.37 -0.28 -0.01 -0.05
O 0.341238 -0.863480 3.520910 -0.18 -0.46 0.19 -0.05
O 0.058666 0.007164 0.534006 0.32 -0.04 1.22 -0.04
O -2.163075 -0.102431 -4.342137 -0.75 0.61 -0.28 -0.04
O -3.144934 3.494229 -0.565284 -0.08 0.53 -0.77 -0.05
O -3.865916 -2.328795 -1.910855 0.12 0.11 -0.04 -0.03
O 2.741541 2.926705 -4.201970 0.13 -0.42 0.11 -0.04
O 3.558179 -1.404647 -2.754917 0.41 0.42 0.25 -0.03
O -4.140592 2.900273 1.858962 -0.75 0.15 -0.01 -0.04
O -0.269214 -4.259290 0.933007 -1.04 -0.39 -0.30 -0.03
O 4.794263 1.265146 1.896676 0.22 -0.34 0.43 -0.04
O -5.309486 -2.217959 0.250972 -0.35 -0.03 1.11 -0.05
O -1.989269 -3.936996 -3.652839 -0.02 0.02 -0.73 -0.05
O -0.041185 -1.720527 -4.029780 -0.93 -1.48 -0.12 -0.05
O -1.139673 2.219040 4.711124 -0.34 0.84 -0.39 -0.05
O 2.177140 -3.237920 0.283824 -0.63 -0.47 -0.10 -0.04
O 2.335961 1.093229 3.040529 -0.51 -0.34 0.47 -0.04
O -0.178627 3.142141 -3.744451 0.32 -0.01 -0.24 -0.03
O 0.841003 5.389401 -1.968946 0.47 0.21 -0.45 -0.05
O -1.735806 -0.763615 5.405126 -0.54 0.03 0.30 -0.05
O 3.249885 -2.490474 3.592767 0.51 -0.01 0.12 -0.05
O -2.415503 -4.879435 -1.271071 -0.15 -0.32 0.31 -0.02
O 0.420729 4.136059 3.259940 0.80 0.30 -0.66 -0.05
O 2.205914 2.710275 0.587876 0.09 -0.49 -0.44 -0.02
O -1.809672 1.557100 1.782985 0.18 0.94 0.67 -0.05
H 1.535726 1.069099 -3.726244 -0.01 0.31 0.01 0.01
H 1.648617 3.228412 1.168555 -0.50 0.53 0.42 0.04
H -3.985437 3.784836 2.190202 -0.03 0.29 0.20 0.07
H 1.909773 3.339072 -3.968836 -0.36 0.57 0.29 0.00
H -0.180419 4.718100 2.795092 -0.15 0.25 -0.19 0.03
H 2.372313 -0.070806 -3.185309 0.59 0.01 0.04 0.01
H -2.239568 -0.024934 -5.293128 -0.15 0.01 -0.23 0.06
H 3.027663 3.199228 0.544646 0.25 0.18 -0.01 0.06
H 2.780678 -1.960170 -2.699141 -0.28 -0.55 0.25 0.01
H -1.615563 3.804928 -0.115729 -0.85 -0.28 -0.53 -0.04
H -1.602042 -5.214873 -0.894250 0.14 -0.04 0.06 0.05
H 0.287587 -2.239396 -4.763895 -0.04 -0.10 -0.36 0.07
H 1.168081 2.109479 -1.033352 0.44 0.43 0.50 0.01
H -1.035740 -2.143425 3.303462 -0.12 0.03 0.48 -0.03
H 3.257281 0.974099 2.809849 0.63 0.10 -0.11 0.02
H 4.223759 -1.963023 -3.156727 0.23 0.05 -0.10 0.06
H 0.258749 2.237659 -2.236911 -0.59 0.31 -0.29 -0.01
H -2.977613 1.080237 -3.236459 0.34 -0.36 -0.41 -0.02
H -4.838890 -2.415870 -0.558731 0.14 0.11 -0.55 -0.03
H 4.226217 0.994743 -1.420040 -0.33 -0.13 -0.22 0.04
H -1.984190 -4.267046 -2.754354 -0.06 -0.25 0.14 -0.04
H -1.374729 -0.628197 -4.206840 0.77 -0.57 0.21 -0.01
H 0.701095 -1.174763 -3.770183 0.59 1.20 0.24 -0.01
H 1.020712 -0.193833 3.599118 0.42 0.42 -0.15 0.00
H -2.617521 1.043837 1.795717 -0.43 -1.06 -0.04 -0.01
H -1.386419 -1.026527 6.256623 -0.02 -0.07 0.19 0.04
H 4.745508 -0.842412 1.028315 -0.04 0.50 0.04 0.02
H -4.937501 0.154906 2.090264 -0.13 0.23 0.29 0.07
H 2.922983 -2.660170 0.445576 0.54 0.56 0.39 0.00
H -0.948125 3.707902 -3.807900 -0.32 0.17 0.19 0.08
H -3.467845 3.121313 0.255014 -0.55 -0.09 0.77 -0.01
H 3.029129 -4.219387 -3.120746 0.29 -0.26 -0.06 0.07
H 0.117527 -0.870852 2.590254 0.07 0.33 -0.66 0.03
H -2.206908 -2.092342 -1.120486 -0.41 0.38 -0.25 0.00
H -0.133783 3.424798 3.580644 -0.61 -0.64 0.70 -0.02
H -0.197964 2.619873 -4.546386 -0.15 -0.31 -0.29 0.07
H -0.415638 -0.632756 0.003184 -0.39 -0.69 -0.36 0.00
H 4.763562 -2.085972 1.891529 -0.03 -0.29 0.45 0.04
H 2.860654 3.133899 -5.128852 0.14 0.04 -0.23 0.05
H -0.953076 -3.437032 2.521382 0.11 -0.25 -0.21 -0.03
H 0.218437 0.740508 -0.060060 0.06 0.30 -0.62 -0.01
H 0.728279 4.654556 -1.366012 -0.34 -0.22 0.60 -0.01
H -1.335890 -2.920408 -0.199870 0.25 -0.30 0.50 0.00
H -1.188576 1.015029 1.296540 0.64 -0.62 -0.36 0.00
H 4.641911 1.506917 0.983134 -0.10 0.07 -0.79 0.00
H 0.530346 -3.860128 0.590071 1.14 0.62 0.08 0.00
H -5.594358 -1.310051 0.147199 -0.35 0.15 -0.22 0.03
H -1.418906 -3.168640 -3.629484 0.28 0.51 -0.02 -0.01
H 1.744080 1.271149 4.707209 0.40 0.35 -0.60 0.00
H 5.685754 1.562674 2.078205 0.21 0.09 0.24 0.07
H 2.618587 -3.154681 3.869401 -0.23 -0.15 0.10 0.05
H 1.522827 -4.224495 -2.969415 -0.45 -0.06 -0.10 0.06
H -3.523760 2.939058 -1.246840 0.09 -0.27 -0.59 0.02
H -0.711367 3.336599 1.004533 -0.16 -0.26 0.19 -0.01
H 2.272182 -3.501987 -0.631312 0.14 -0.11 -0.41 0.00
H -1.366520 1.532339 4.084061 -0.24 -0.25 -0.27 0.01
H -4.128333 -0.760338 1.196127 0.19 -0.69 -0.02 0.02
H 1.914380 1.349474 2.220267 -0.12 0.23 -0.38 0.03
H -0.407822 1.856186 5.210074 0.41 -0.33 0.39 -0.01
H -3.191679 0.804586 -1.763346 0.16 -0.16 0.23 0.04
H 0.004387 5.452237 -2.429774 -0.17 0.10 0.09 0.02
H 2.804963 -2.013500 2.892214 -0.32 0.22 -0.17 0.00
H -0.960919 -0.577901 4.874750 0.42 -0.05 -0.35 -0.03
H -3.331985 2.426154 2.052813 0.39 0.18 0.31 -0.01
H -4.112588 -2.012665 -2.780021 -0.04 0.24 -0.38 0.09
H -0.307723 -5.118531 0.512934 0.22 -0.37 0.37 0.05
H 5.711528 0.863423 -1.158272 0.25 -0.11 -0.09 0.06
H -3.478997 -3.189807 -2.069533 0.15 -0.48 -0.44 0.02
H -3.031254 -4.864765 -0.538369 -0.35 -0.02 0.35 0.09
H 1.494834 0.200801 5.748425 0.02 -0.22 0.23 0.06

---

18
Properties=species:S:1:pos:R:3:forces:R:3:lowdin_charge:R:1 method="wB97M-V/def2-TZVPD" gap_ev=9.21 smiles=Cc1ccc([NH3+])cc1 e_above_lowest_kj_mol=262.0 spin_multiplicity=1 total_charge=+1 largest_force_ev_per_a=10.58
N -2.312678 1.996184 -0.662882 0.71 -1.08 2.96 0.27
C 1.226870 -1.041853 0.393556 -6.19 5.41 -2.53 -0.21
C -1.244323 1.113395 -0.338829 7.17 -7.51 2.04 -0.20
C -1.289991 -0.438565 -0.152361 1.90 4.06 -1.29 -0.01
C 2.336990 -1.954948 0.616007 -1.52 -2.52 3.99 -0.05
C 0.160112 1.367968 -0.077562 -0.58 2.40 0.13 -0.03
C 1.215133 0.429294 0.385787 2.38 -0.58 0.40 -0.02
C -0.174296 -1.270830 -0.056310 0.83 -3.21 1.72 -0.05
H 2.253055 0.832140 0.750616 -2.25 0.10 -1.00 0.14
H -2.907542 1.505199 -1.275399 -1.53 -0.32 -1.02 0.17
H 3.023209 -1.876547 -0.130342 2.09 0.15 -2.10 0.05
H 0.461466 2.491159 -0.197481 -0.09 -2.17 0.47 0.13
H -2.699572 2.172517 0.277435 -0.89 0.37 -0.70 0.21
H -1.960108 2.830626 -1.031012 0.50 1.88 -1.05 0.16
H 2.777305 -1.631884 1.578708 0.29 -0.05 -0.52 0.10
H 2.119073 -3.105449 0.843213 -0.12 2.58 -0.92 0.15
H -2.135777 -0.968439 -0.326047 -2.81 -1.25 -0.46 0.06
H -0.438000 -2.388590 -0.092969 0.09 1.72 -0.10 0.14